Arrangement 1

{"formula": "C22H35NO3P2PtS", "method": "ωB97M-V/def2-TZVPD", "elements": ["P", "P", "C", "C", "H", "H", "H", "H", "C", "H", "H", "H", "C", "H", "H", "H", "C", "H", "H", "H", "C", "H", "H", "H", "Pt", "C", "C", "C", "C", "C", "C", "C", "C", "C", "H", "H", "H", "H", "H", "H", "H", "H", "H", "H", "H", "H", "H", "H", "H", "O", "C", "N", "S", "O", "O", "C", "C", "C", "C", "C", "C", "H", "H", "H", "H"], "positions_angstrom": [[-0.8827, 1.5032, 0.8726], [0.4329, -1.2448, -0.6834], [0.7223, 1.5085, 0.0176], [1.0314, 0.4286, -1.0001], [1.5087, 1.5870, 0.7758], [0.6661, 2.4647, -0.4956], [0.6867, 0.7234, -1.9979], [2.0974, 0.2375, -1.0485], [1.7036, -2.1676, 0.2087], [1.3562, -3.2071, 0.2653], [1.7905, -1.7755, 1.2303], [2.6668, -2.1082, -0.3164], [0.1156, -1.9755, -2.2991], [1.0142, -1.8905, -2.9312], [-0.7278, -1.4507, -2.7689], [-0.1708, -3.0230, -2.1517], [-0.7054, 2.1527, 2.5494], [-1.6643, 2.0598, 3.0762], [-0.4126, 3.2105, 2.4947], [0.0459, 1.5804, 3.1095], [-2.0301, 2.6127, 0.0163], [-2.2388, 2.2409, -0.9944], [-1.6014, 3.6214, -0.0324], [-2.9756, 2.6345, 0.5752], [-1.2598, -0.6058, 0.6129], [2.9512, 2.0622, -2.3496], [3.7601, 1.5761, -1.3877], [4.6685, 2.4316, -0.5623], [4.0571, 3.7842, -0.0955], [2.5725, 3.8068, 0.1253], [1.6972, 4.2481, -0.7970], [2.0485, 4.4985, -2.2347], [3.0271, 3.4683, -2.8649], [-2.9472, -0.2423, 1.7887], [2.3175, 1.4077, -2.9549], [3.9557, 0.5036, -1.2745], [5.5951, 2.6707, -1.1152], [4.9812, 1.8499, 0.3204], [4.5435, 4.0314, 0.8586], [4.3389, 4.5655, -0.8158], [2.2500, 3.5673, 1.1453], [0.6890, 4.5764, -0.5185], [2.5080, 5.4936, -2.3664], [1.1113, 4.5151, -2.8168], [2.7884, 3.4334, -3.9377], [4.0552, 3.8449, -2.7717], [-3.7914, -0.6971, 1.2568], [-3.1186, 0.8156, 2.0167], [-2.7132, -0.8154, 2.6956], [-0.7381, -3.0688, 2.5689], [-1.6033, -3.3327, 1.7369], [-1.8322, -2.5646, 0.5899], [-3.0082, -3.0996, -0.4943], [-4.1006, -2.1672, -0.5974], [-2.4051, -3.6220, -1.6969], [-3.4063, -4.4162, 0.6149], [-4.4687, -5.3005, 0.4526], [-4.7140, -6.2409, 1.4506], [-3.8965, -6.2898, 2.5898], [-2.8419, -5.3880, 2.7401], [-2.5939, -4.4375, 1.7344], [-5.0696, -5.2259, -0.4455], [-5.5372, -6.9439, 1.3452], [-4.0950, -7.0350, 3.3618], [-2.2043, -5.3807, 3.6201]], "mulliken_charge": [0.896, 0.560, 0.505, -0.470, 0.473, -0.988, 0.395, -0.619, -1.379, 0.394, 0.360, 0.472, -1.458, 0.430, 0.403, 0.429, -1.270, 0.412, 0.386, 0.380, -1.245, 0.396, 0.398, 0.408, 0.554, -0.131, -0.548, -1.031, -0.945, -0.267, -0.223, -0.975, -0.985, -1.883, 0.688, 0.565, 0.317, 0.402, 0.459, 0.301, 0.622, 0.525, 0.330, 0.372, 0.422, 0.345, 0.442, 0.586, 0.435, -0.658, 0.294, 0.196, 1.076, -0.636, -0.656, 0.442, -0.675, -0.623, -0.408, -0.695, 0.093, 0.425, 0.364, 0.372, 0.445], "s2": 2.03, "orbital_gap_ev": [4.38, 5.69], "homo_energy_ev": [-4.23, -8.20], "multiplicity": 3}

***

Arrangement 2

{"formula": "C22H35NO3P2PtS", "method": "ωB97M-V/def2-TZVPD", "elements": ["P", "P", "C", "C", "H", "H", "H", "H", "C", "H", "H", "H", "C", "H", "H", "H", "C", "H", "H", "H", "C", "H", "H", "H", "Pt", "C", "C", "C", "C", "C", "C", "C", "C", "C", "H", "H", "H", "H", "H", "H", "H", "H", "H", "H", "H", "H", "H", "H", "H", "O", "C", "N", "S", "O", "O", "C", "C", "C", "C", "C", "C", "H", "H", "H", "H"], "positions_angstrom": [[0.7287, -3.5625, -1.1289], [-0.6377, 3.6342, 1.3725], [-0.7331, 1.8157, -0.9203], [0.0034, 2.9951, -0.2546], [-0.7623, 0.9618, -0.2270], [-1.7765, 2.0951, -1.1435], [1.0738, 2.7565, -0.1470], [-0.0797, 3.8673, -0.9240], [-2.3333, 4.1218, 1.1419], [-2.3501, 5.1990, 0.9367], [-2.8867, 3.9121, 2.0652], [-2.7676, 3.5833, 0.2912], [0.4486, 4.8691, 2.0421], [0.5209, 5.6871, 1.3121], [1.4378, 4.4386, 2.2371], [0.0101, 5.2458, 2.9768], [-0.3104, -4.9238, -1.6847], [-0.7012, -5.4549, -0.8062], [0.2856, -5.6088, -2.3041], [-1.1493, -4.5425, -2.2828], [2.4213, -4.1463, -0.9676], [3.1308, -3.3085, -1.0136], [2.6534, -4.8622, -1.7697], [2.5158, -4.6409, 0.0109], [-0.1670, 0.9919, -2.8466], [0.9159, 0.4566, -4.4040], [-0.5216, 0.2930, -4.6603], [-1.2948, -1.0198, -4.5961], [-1.8328, -1.2471, -3.1592], [-0.7015, -0.8379, -2.1916], [0.4588, -1.7806, -2.3937], [1.8067, -1.2004, -2.6777], [1.8790, -0.6967, -4.1554], [0.1760, -3.0019, 0.4941], [1.3634, 1.2899, -4.9711], [-0.9277, 1.0151, -5.3865], [-0.6763, -1.8617, -4.9429], [-2.1481, -0.9456, -5.2835], [-2.7110, -0.6118, -2.9879], [-2.1329, -2.2879, -2.9933], [-1.0527, -0.8512, -1.1497], [0.2037, -2.5066, -3.1815], [2.5808, -1.9628, -2.5373], [1.9963, -0.3571, -1.9918], [2.8985, -0.3305, -4.3396], [1.7087, -1.5229, -4.8645], [0.5565, -1.9957, 0.7237], [0.5580, -3.7195, 1.2338], [-0.9223, -2.9789, 0.5205], [-2.1390, 3.1898, 3.9090], [-1.2801, 2.3416, 3.6463], [-0.5905, 2.2730, 2.4325], [0.9150, 1.2595, 2.5164], [0.8188, 0.2155, 1.5233], [2.0496, 2.1506, 2.5296], [0.4042, 0.7161, 4.1142], [1.1111, -0.1783, 4.9161], [0.6085, -0.4659, 6.1908], [-0.5900, 0.1233, 6.6347], [-1.2868, 1.0093, 5.8184], [-0.7784, 1.2998, 4.5462], [2.0294, -0.6242, 4.5426], [1.1516, -1.1449, 6.8477], [-0.9669, -0.1142, 7.6304], [-2.2125, 1.4869, 6.1318]], "mulliken_charge": [1.402, 1.291, -0.748, -0.813, 0.192, 0.177, 0.318, 0.497, -1.246, 0.425, 0.401, 0.312, -1.226, 0.437, 0.302, 0.353, -1.260, 0.406, 0.392, 0.311, -1.381, 0.380, 0.400, 0.417, 0.180, -0.204, -0.656, -0.683, -1.192, -0.225, -0.358, -0.676, -1.048, -1.185, 0.521, 0.500, 0.276, 0.448, 0.406, 0.244, 0.567, 0.175, 0.279, 0.127, 0.420, 0.311, 0.142, 0.527, 0.417, -0.822, 0.378, 0.076, 0.775, -0.430, -0.641, 0.419, -0.687, -0.662, -0.408, -0.663, 0.019, 0.434, 0.366, 0.370, 0.426], "s2": 2.03, "orbital_gap_ev": [4.36, 7.54], "homo_energy_ev": [-4.22, -7.49], "multiplicity": 3}

***

Which of them is most stable, and which least? Most stable: arrangement 1; least stable: arrangement 2.

***

Arrangement 1

{"formula": "C4H6O4", "method": "ωB97M-V/def2-TZVPD", "elements": ["C", "C", "C", "C", "H", "H", "H", "H", "H", "H", "O", "O", "O", "O"], "positions_angstrom": [[-0.6171, 0.9012, 0.7007], [0.6881, 1.0616, 0.1881], [0.2795, -0.1866, 0.9212], [-0.0345, -1.3289, -0.0819], [-1.9930, -0.3797, 0.0172], [-1.0439, 1.5488, 1.3971], [1.2921, 1.8789, 0.6675], [-0.2128, 0.2182, -1.5187], [1.0236, -0.8501, 1.6158], [1.2912, -0.6959, -1.3101], [-1.5874, 0.5274, -0.2098], [0.9264, 1.0455, -1.3253], [0.7730, -1.4924, -1.2363], [-0.7852, -2.2479, 0.1747]], "mulliken_charge": [-0.180, -0.150, 0.065, 0.171, 0.390, 0.392, 0.364, 0.520, 0.325, 0.505, -0.562, -0.703, -0.566, -0.573], "orbital_gap_ev": 10.62, "homo_energy_ev": -10.30}

***

Arrangement 2

{"formula": "C4H6O4", "method": "ωB97M-V/def2-TZVPD", "elements": ["O", "C", "O", "C", "C", "C", "O", "O", "H", "H", "H", "H", "H", "H"], "positions_angstrom": [[-1.6786, -0.7711, -2.6429], [-1.2622, -1.4119, -1.6915], [-0.4173, -2.2752, -1.5074], [1.4436, 0.0252, 1.1050], [0.0271, 0.8002, -0.5169], [1.2672, 0.0500, -0.3212], [2.0595, -0.3934, -1.1356], [-0.7566, 1.1972, 2.2022], [-1.7794, -1.1119, -0.6781], [0.6508, 0.1540, 1.8102], [2.3795, -0.3223, 1.5458], [-0.6704, 0.9473, 0.3078], [-0.2095, 1.3641, -1.4156], [-1.0539, 1.7477, 2.9381]], "mulliken_charge": [-0.477, 0.311, -0.453, -0.502, -0.776, 0.970, -0.473, -0.751, 0.346, 0.464, 0.275, 0.598, 0.256, 0.212], "orbital_gap_ev": 4.06, "homo_energy_ev": -9.42}

***

Which of them is most stable, and which least? Most stable: arrangement 1; least stable: arrangement 2.